{"formula": "H24NO15", "method": "the ωB97M-V functional and the def2-TZVPD basis", "symbols": ["N", "O", "O", "O", "O", "H", "H", "O", "H", "H", "O", "H", "H", "O", "H", "H", "O", "H", "H", "O", "H", "H", "O", "H", "H", "O", "H", "H", "O", "H", "H", "O", "H", "H", "O", "H", "H", "O", "H", "H"], "xyz": [[0.1315, -0.0292, 0.1400], [-1.0206, 0.3710, 0.2885], [1.0473, 0.3187, 0.9222], [0.4189, -0.7467, -0.8587], [-1.1503, -3.0126, -0.7663], [-0.4429, -2.3357, -0.8278], [-0.6769, -3.8495, -0.7428], [0.6336, 0.1105, 2.9608], [1.1224, -0.6637, 2.6569], [0.5180, 0.6403, 2.1506], [1.6236, -1.2887, -3.6858], [1.0944, -0.8421, -3.0119], [1.1982, -2.1452, -3.7938], [-2.9359, 0.3478, -2.1542], [-3.8006, 0.4313, -1.7417], [-2.3924, -0.0932, -1.4825], [-3.2641, -2.1993, 1.0718], [-2.9126, -1.5596, 1.7242], [-2.5049, -2.3833, 0.4951], [-2.1377, -0.1323, 2.6201], [-1.1571, -0.1040, 2.7127], [-2.3680, 0.7149, 2.2212], [3.3738, -1.6993, -0.8986], [2.6988, -1.4371, -1.5383], [2.8974, -1.7957, -0.0653], [3.6718, -1.0637, 2.2096], [4.5457, -0.6753, 2.1067], [3.0639, -0.3642, 1.9314], [-0.9216, 3.0347, -1.8120], [-1.7798, 3.4361, -1.9762], [-1.0853, 2.0837, -1.8872], [-3.5452, 1.6842, 1.1078], [-2.9172, 1.0786, 0.6887], [-4.2265, 1.8330, 0.4476], [0.5771, 3.5885, 0.4884], [0.0921, 3.4360, -0.3471], [0.9836, 2.7357, 0.6806], [3.9199, 1.2502, -0.6523], [3.0804, 0.7840, -0.5536], [4.5470, 0.5413, -0.8284]], "forces_ev_per_a": [[0.2, 0.3, -1.6], [0.4, 0.0, -0.1], [0.6, 0.4, -4.6], [0.2, -0.1, 0.4], [0.5, 0.1, -0.2], [-0.4, 0.0, 0.0], [-0.1, -0.1, 0.1], [-0.8, -0.6, 3.8], [-0.3, 0.3, 0.3], [0.2, 0.0, 0.9], [0.0, 0.0, 0.2], [-0.1, 0.0, 0.0], [0.0, 0.0, 0.0], [0.2, 0.1, 0.1], [0.0, -0.1, 0.0], [0.0, 0.0, 0.0], [0.2, 0.2, 0.0], [-0.1, -0.1, -0.2], [-0.2, -0.1, 0.1], [0.4, 0.0, 0.5], [-0.5, -0.2, 0.3], [0.0, -0.2, 0.6], [0.0, 0.0, -0.1], [0.0, -0.1, 0.0], [0.1, 0.1, 0.0], [-0.2, 0.0, -0.1], [0.0, 0.0, -0.1], [0.2, 0.0, 0.0], [0.0, -0.2, -0.3], [0.0, 0.0, 0.1], [-0.1, 0.1, 0.0], [0.0, 0.1, -0.3], [-0.1, 0.1, -0.3], [0.0, 0.0, 0.1], [0.0, -0.1, -0.2], [0.1, 0.1, 0.4], [0.0, 0.1, 0.0], [0.0, 0.1, 0.1], [0.1, 0.0, 0.0], [-0.2, -0.1, 0.0]], "nbo_charge": [0.7354, -0.4965, -0.5374, -0.5987, -0.9755, 0.4932, 0.4676, -0.9781, 0.4630, 0.4784, -0.9515, 0.4864, 0.4680, -0.9634, 0.4654, 0.4949, -1.0118, 0.4981, 0.4829, -0.9881, 0.4964, 0.4777, -0.9702, 0.4850, 0.4812, -0.9577, 0.4732, 0.4837, -0.9552, 0.4778, 0.4953, -0.9524, 0.4872, 0.4679, -0.9752, 0.4918, 0.4635, -0.9556, 0.4783, 0.4748], "e_tot_ha": -1197.72605, "charge": -1, "largest_force_ev_per_a": 4.7, "e_above_lowest_kcal_mol": 22.15, "multiplicity": 1, "gap_ev": 10.04}